C5H8N | ωB97M-V with the def2-TZVPD basis set

Each line ends with the Mulliken charge.
Atoms and positions in Å:
C  0.54  -0.01  -0.92  0.366
C  1.70  -0.34  0.32  -0.131
C  0.36  0.55  0.90  -0.831
C  1.41  -0.94  -1.09  -0.470
C  -2.13  0.75  0.44  -0.480
N  -0.58  0.19  -0.16  -0.090
H  2.63  0.38  0.29  0.315
H  1.67  -1.18  1.14  0.288
H  0.22  0.22  1.99  0.398
H  0.51  1.62  0.85  0.382
H  2.14  -1.26  -1.86  0.332
H  -1.66  1.08  1.39  0.306
H  -3.05  0.18  0.50  0.293
H  -2.22  1.63  -0.14  0.320

Computed properties:
- energy above the lowest of the compared OMol25 structures with the same formula, charge and spin (kcal per mole) = 187.8
- total charge = +1
- maximum force (eV/Å) = 4.9
- HOMO-LUMO gap (eV) = 8.66
- E_HOMO (eV) = -13.454